No. 1
Entry from OMol25: C5H6MgO4S as an isolated structure at a distorted geometry (ωB97M-V/def2-TZVPD).

ORCA input file:
```
! RIJCOSX wB97M-V def2-TZVPD def2/J DEFGRID3
* xyz 2 1
O -0.250 2.634 -2.908
C -0.250 1.553 -2.526
Mg -0.251 -0.168 -1.918
C 1.240 -1.030 -2.526
C -1.742 -1.029 -2.527
O 2.176 -1.571 -2.908
O -2.678 -1.568 -2.910
C -0.369 1.355 1.928
S 0.809 0.395 0.917
C 0.846 -1.037 2.050
O -0.306 -0.220 0.059
H 0.111 1.635 2.889
H -1.295 0.780 2.142
H -0.638 2.284 1.385
H -0.177 -1.394 2.296
H 1.409 -1.865 1.571
H 1.367 -0.754 2.987
*
```

As for the HOMO energy: -18.47 eV. The frontier orbital gap is 0.313 Eh. The calculation puts the largest force on an atom at 0.21292 hartree/bohr. The LUMO energy comes out at -10.0 eV. For the total energy, the calculation gives -29732.2398 eV.

=====

No. 2
Entry from OMol25: C32H41IrNP2 as an isolated structure (ωB97M-V/def2-TZVPD).

ORCA input file:
```
! RIJCOSX wB97M-V def2-TZVPD def2/J DEFGRID3
* xyz 1 5
Ir -0.363 0.156 -0.440
C -3.417 1.998 -1.780
C -2.366 3.077 -1.533
C -1.664 3.472 -2.836
P -1.066 2.501 -0.350
C -0.049 4.046 -0.052
C -0.918 5.255 0.292
C 1.001 3.819 1.036
C -1.868 2.234 1.274
C -3.066 2.795 1.678
C -3.573 2.539 2.947
C -2.879 1.710 3.817
C -1.680 1.135 3.434
C -1.155 1.386 2.161
N -0.012 0.799 1.657
C 1.178 0.617 2.277
C 1.469 1.121 3.567
C 2.737 1.014 4.091
C 3.758 0.411 3.361
C 3.495 -0.091 2.092
C 2.229 0.001 1.539
P 1.863 -0.625 -0.138
C 2.271 -2.443 -0.045
C 1.216 -3.231 -0.832
C 3.687 -2.802 -0.488
C 3.084 0.169 -1.286
C 2.672 -0.197 -2.717
C 3.057 1.686 -1.097
H -4.194 2.391 -2.438
H -3.890 1.666 -0.855
H -2.965 1.128 -2.256
H -2.845 3.962 -1.109
H -1.081 2.638 -3.235
H -0.995 4.323 -2.698
H -2.403 3.748 -3.588
H 0.464 4.227 -1.000
H -1.578 5.039 1.133
H -1.515 5.599 -0.551
H -0.263 6.077 0.585
H 0.524 3.699 2.011
H 1.659 4.687 1.092
H 1.618 2.942 0.839
H -3.623 3.431 1.001
H -4.514 2.979 3.250
H -3.277 1.504 4.802
H -1.183 0.435 4.093
H 0.690 1.618 4.127
H 2.938 1.421 5.073
H 4.754 0.341 3.776
H 4.292 -0.555 1.523
H 2.168 -2.683 1.016
H 1.291 -3.020 -1.901
H 0.207 -2.974 -0.511
H 1.360 -4.302 -0.685
H 3.862 -2.552 -1.534
H 3.824 -3.878 -0.378
H 4.450 -2.311 0.118
H 4.086 -0.207 -1.073
H 1.632 0.091 -2.890
H 2.762 -1.264 -2.919
H 3.296 0.336 -3.436
H 2.039 2.065 -1.230
H 3.691 2.164 -1.845
H 3.414 1.979 -0.109
C -2.073 -0.852 -0.505
C -3.240 -1.177 -0.317
C -4.625 -1.431 -0.120
C -5.381 -2.177 -1.029
C -6.742 -2.330 -0.830
C -7.365 -1.749 0.266
C -6.616 -1.023 1.184
C -5.254 -0.868 1.000
H -4.898 -2.635 -1.881
H -7.322 -2.904 -1.540
H -8.432 -1.866 0.406
H -7.091 -0.582 2.051
H -4.658 -0.316 1.716
*
```

As for the HOMO energy (alpha / beta): -10.07 / -10.57 eV. The frontier orbital gap (alpha / beta) is 0.293 / 0.203 Eh. The calculation puts the largest force on an atom at 0.01850 hartree/bohr. The LUMO energy (alpha / beta) comes out at -2.1 / -5.0 eV. As for the energy relative to the best compared isomer or geometry (same formula, charge and spin): 6.3 kcal/mol. For the total energy, the calculation gives -56748.3117 eV.

=====

No. 3
Entry from OMol25: C22H29FN5Pt as an isolated structure at a distorted geometry (ωB97M-V/def2-TZVPD).

ORCA input file:
```
! RIJCOSX wB97M-V def2-TZVPD def2/J DEFGRID3
* xyz 3 1
Pt -0.184 -0.216 -0.173
C -3.944 -1.531 1.299
C -2.523 -1.179 1.031
N -2.105 -0.758 -0.112
C -2.924 -0.298 -1.229
C -2.069 -0.316 -2.495
N -0.633 0.098 -2.271
C -0.313 1.485 -2.727
C -0.716 2.535 -1.714
N -0.030 2.288 -0.444
C 1.400 2.662 -0.375
C 2.342 1.439 -0.239
N 1.653 0.434 0.559
C 1.870 0.196 1.801
C 3.069 0.682 2.544
C 0.782 -0.587 2.469
C 0.786 -1.231 3.695
C -0.360 -1.910 4.097
C -1.500 -1.919 3.295
C -1.458 -1.259 2.079
N -0.337 -0.600 1.739
H -4.606 -0.718 0.992
H -4.125 -1.736 2.350
H -4.231 -2.415 0.722
H -3.283 0.710 -1.005
H -3.806 -0.922 -1.376
H -2.525 0.328 -3.247
H -2.060 -1.328 -2.901
H -0.069 -0.521 -2.846
H -0.802 1.689 -3.681
H 0.765 1.530 -2.894
H -1.792 2.514 -1.537
H -0.480 3.521 -2.124
H -0.540 2.713 0.318
H 1.548 3.316 0.483
H 1.698 3.214 -1.269
H 3.289 1.757 0.194
H 2.552 0.999 -1.214
H 3.982 0.462 1.991
H 3.144 0.233 3.531
H 3.019 1.766 2.680
H 1.661 -1.214 4.332
H -0.368 -2.439 5.042
H -2.387 -2.454 3.607
F 5.024 -2.422 -3.261
C 3.900 -2.464 -2.591
C 2.697 -2.536 -3.296
C 1.526 -2.552 -2.584
C 1.523 -2.492 -1.169
C 0.305 -2.568 -0.450
C 2.769 -2.474 -0.498
C 3.949 -2.448 -1.195
H 2.722 -2.613 -4.375
H 0.584 -2.702 -3.106
H 0.345 -2.841 0.599
H -0.589 -2.859 -0.988
H 2.782 -2.541 0.585
H 4.913 -2.450 -0.703
*
```

As for the HOMO energy (alpha / beta): -17.19 / -17.19 eV. The frontier orbital gap (alpha / beta) is 0.234 / 0.234 Eh. The calculation puts the largest force on an atom at 0.02207 hartree/bohr. The LUMO energy (alpha / beta) comes out at -10.8 / -10.8 eV. For the total energy, the calculation gives -36673.1941 eV.

=====

No. 4
Entry from OMol25: C6H12O in the gas phase (ωB97M-V/def2-TZVPD).

ORCA input file:
```
! RIJCOSX wB97M-V def2-TZVPD def2/J DEFGRID3
* xyz 0 1
C 2.639 0.132 0.256
C 1.210 -0.060 -0.225
O 0.316 -0.505 1.031
C 0.538 1.082 -0.766
C -0.933 0.824 -1.044
C -1.383 0.281 0.254
C -2.217 -0.965 0.355
H 3.304 0.315 -0.596
H 3.014 -0.748 0.790
H 2.700 0.993 0.928
H 1.117 -0.965 -0.849
H 0.363 -1.475 1.162
H 0.760 2.034 -0.280
H -1.117 0.117 -1.866
H -1.451 1.763 -1.283
H -1.486 1.003 1.059
H -1.842 -1.750 -0.308
H -3.234 -0.721 0.009
H -2.298 -1.357 1.372
*
```

As for the HOMO energy (alpha / beta): -6.30 / -6.31 eV. The frontier orbital gap (alpha / beta) is 0.254 / 0.254 Eh. The calculation puts the largest force on an atom at 0.00712 hartree/bohr. The LUMO energy (alpha / beta) comes out at 0.6 / 0.6 eV. As for the energy relative to the best compared isomer or geometry (same formula, charge and spin): 104.8 kcal/mol. For the total energy, the calculation gives -8459.8102 eV.

=====

> Which of these has the highest total energy?

C6H12O